Molecular formula: C46H45MnN10O2P3S2
Method: DFT, ωB97M-V/def2-TZVPD

Cartesian coordinates (Å):
O  0.66291  -2.39098  -0.97075
N  3.87229  -1.90735  -3.31366
H  -3.21181  -2.93544  4.42412
H  5.08895  -3.21984  0.36756
C  -2.35850  0.36456  2.26785
C  4.57107  2.87501  3.18896
H  3.63853  3.36014  -1.66676
H  2.54249  -4.21245  -1.27661
H  -1.78323  -4.19939  -4.41782
C  3.69205  -1.89626  1.30503
H  3.51552  -1.26869  4.62558
C  -0.60687  -3.65256  1.14761
H  3.20938  -1.61327  0.37888
H  -1.30313  3.15926  3.46463
C  -2.97571  1.15063  4.55930
H  -0.51595  -2.97479  -6.20194
C  2.74365  3.24288  4.70561
P  -0.82587  1.34249  -2.04383
H  -0.44589  2.50768  0.93720
H  -4.05891  1.19223  4.43963
C  -2.47782  2.74396  -3.84790
H  6.19155  -3.84904  2.49342
H  -3.26953  2.06073  -0.63061
H  -1.52007  -2.73253  4.93288
N  -3.26685  -0.89940  -0.51077
H  -2.70590  0.20473  5.02730
H  -5.53183  4.18348  -3.58818
C  -3.98480  -0.96882  0.59554
H  -6.36347  -0.40407  -1.50596
C  0.73984  5.04179  -1.20507
N  -5.30680  -0.77769  0.31986
H  2.80049  5.61199  -1.07347
S  0.45645  -0.69223  3.78570
P  -3.38430  -1.14039  2.30882
C  -0.68062  -0.59558  -3.80729
C  2.70521  1.35534  3.21313
H  4.48938  -3.81766  -2.79161
O  3.06463  0.15062  -3.83629
C  -2.35098  2.23235  -2.55860
C  -2.20596  -3.34294  4.34291
C  4.94403  -1.72075  -4.27434
C  -0.82925  -4.12699  2.40716
C  -1.52503  2.30386  2.84986
C  -6.40014  -0.75889  1.27096
C  2.92680  -0.87763  -3.15292
S  1.44093  0.35604  0.62887
H  5.53392  3.17275  2.79222
H  1.16022  1.78022  4.62030
C  -3.37570  2.44405  -1.64073
C  1.68024  2.52904  -1.90646
C  -4.64082  3.64120  -3.29818
C  -4.51416  3.14742  -2.00877
H  0.19843  -0.62265  -5.76293
C  1.69410  -2.22776  -1.67504
C  -3.61716  3.44104  -4.21622
H  -3.70422  3.83826  -5.21975
C  3.97637  3.62315  4.19629
H  4.48218  4.49511  4.59249
H  5.41312  -2.86464  4.62197
C  4.92958  -2.59158  3.69218
C  3.25156  -1.34353  2.50035
C  -5.41491  -0.57944  -1.02823
C  2.10534  4.80922  -1.28486
N  -1.40482  -2.56772  0.91694
H  -6.32972  -1.60668  1.94866
C  -4.14533  -0.65984  -1.52584
H  0.07493  -4.00743  0.39795
C  5.36947  -3.14382  2.49564
N  -0.33821  0.72433  -3.56596
N  -1.79042  -3.33152  2.95609
H  -6.39084  0.15865  1.86054
H  -3.80698  -0.55333  -2.54278
C  -1.74957  -2.51036  -3.10711
C  2.66884  -3.28879  -1.82038
C  -1.45906  -3.17872  -4.27354
H  -0.37407  -4.93616  2.95112
H  -1.22232  4.20254  -1.37576
C  -1.11228  1.97350  1.59097
C  2.10979  2.10842  4.21621
N  -1.63266  0.75983  1.24091
H  5.77240  -2.38253  -4.02913
H  0.37023  6.02388  -0.93754
H  -2.65967  1.96627  5.20383
H  -2.19925  -4.36215  4.72186
H  -2.30261  -2.98944  -2.30562
H  0.62760  0.91287  -3.86112
C  -0.74957  -2.49226  -5.26151
C  -2.09640  -2.38466  2.02852
C  -0.15915  4.01970  -1.46916
H  5.26782  -0.68416  -4.24733
C  4.74967  -2.79573  1.30522
H  4.39218  1.16034  1.90535
C  -0.36161  -1.19327  -5.03456
N  1.91915  -1.05733  -2.29020
H  -5.30508  3.31828  -1.28840
Mn  -0.78876  -0.75488  -0.53899
N  -2.31637  1.27385  3.27598
N  -1.37477  -1.24756  -2.86885
C  3.71792  -3.07408  -2.63490
C  3.93689  1.74639  2.69534
C  3.87159  -1.69692  3.69545
P  1.87268  -0.13128  2.53204
H  -7.34106  -0.81277  0.72940
H  2.03806  1.53918  -2.15394
C  0.30551  2.75928  -1.84289
H  2.28280  3.82599  5.49400
H  4.59856  -1.93437  -5.28850
C  2.57361  3.55031  -1.62959
H  -1.67411  2.59815  -4.55704

Cartesian forces, eV/Å:
O -0.339 0.181 -0.091
N -0.024 0.080 0.109
H -0.005 -0.048 0.022
H -0.013 -0.014 0.009
C -0.056 0.096 0.117
C 0.050 -0.010 -0.049
H -0.020 -0.041 -0.040
H 0.055 -0.025 -0.024
H 0.000 0.006 0.021
C 0.023 0.009 0.061
H 0.011 -0.016 0.008
C 0.030 -0.166 0.080
H -0.010 0.050 0.016
H -0.027 -0.041 0.039
C -0.032 -0.045 0.025
H 0.034 0.008 0.005
C 0.030 0.038 -0.012
P -0.048 1.028 -0.230
H 0.044 0.049 0.035
H 0.009 0.020 0.028
C -0.014 0.000 0.008
H 0.014 0.019 0.007
H -0.035 -0.028 -0.011
H -0.003 -0.022 0.015
N 0.049 0.053 -0.104
H 0.055 0.043 0.036
H 0.006 0.010 0.006
C -0.171 -0.032 0.055
H 0.007 0.001 0.017
C -0.030 0.033 0.034
N 0.139 -0.075 -0.010
H 0.014 -0.021 0.011
S -0.257 -0.310 0.187
P 0.359 0.206 -0.240
C -0.284 -0.443 -0.096
C -0.048 -0.136 0.003
H 0.008 0.004 -0.030
O -0.139 -0.302 0.162
C -0.047 -0.155 0.179
C 0.071 0.113 0.099
C -0.048 0.050 -0.083
C 0.115 -0.080 -0.102
C 0.085 0.046 -0.074
C -0.096 0.073 0.127
C 0.212 0.358 -0.469
S 0.160 -0.163 0.016
H -0.005 -0.015 -0.006
H -0.004 -0.008 0.001
C 0.137 -0.041 0.091
C -0.148 -0.108 0.011
C 0.040 -0.032 0.006
C -0.073 0.085 0.027
H -0.018 -0.017 -0.039
C 0.295 0.353 -0.224
C -0.013 0.026 -0.020
H -0.002 -0.013 0.000
C -0.005 0.033 0.053
H -0.019 0.015 -0.023
H -0.013 0.019 0.010
C -0.009 -0.011 0.060
C -0.217 0.066 -0.040
C 0.035 -0.015 -0.120
C -0.021 0.031 -0.015
N 0.229 0.219 0.150
H -0.007 -0.016 -0.029
C -0.093 -0.066 -0.027
H 0.026 0.054 0.015
C -0.006 -0.027 -0.061
N 0.761 -0.193 -0.116
N -0.078 0.198 -0.107
H 0.013 -0.004 -0.026
H -0.054 0.011 0.021
C -0.013 -0.109 -0.020
C -0.054 -0.089 0.019
C -0.075 0.011 -0.020
H -0.028 0.010 0.027
H -0.005 0.049 -0.067
C -0.009 -0.022 0.061
C 0.057 -0.014 0.016
N -0.148 0.002 0.015
H -0.004 -0.016 0.035
H 0.001 -0.013 0.028
H 0.046 -0.004 -0.021
H -0.012 -0.022 -0.051
H 0.037 -0.003 0.007
H -0.344 0.134 0.147
C 0.014 0.070 0.113
C -0.203 -0.198 0.013
C -0.037 -0.062 -0.053
H 0.029 -0.027 0.035
C 0.036 -0.049 -0.003
H 0.026 0.025 -0.001
C 0.172 -0.007 0.020
N -0.675 -0.045 0.064
H 0.016 -0.039 0.015
Mn 0.094 -0.674 0.780
N -0.197 -0.043 -0.197
N 0.244 0.153 -0.201
C -0.039 -0.122 0.069
C -0.028 0.028 0.011
C -0.004 -0.017 0.027
P 0.138 0.289 -0.327
H 0.022 -0.031 -0.031
H 0.161 -0.047 -0.041
C 0.154 -0.074 0.114
H -0.009 -0.017 -0.003
H 0.020 0.002 0.011
C 0.037 0.061 -0.019
H -0.010 -0.034 -0.033

Output
E_HOMO (alpha / beta) ... -6.939 / -7.051 eV
Maximum force ... 1.05 eV Å⁻¹
E ... -148292.312 eV
2S+1 ... 6
Total charge ... 0
Gap between HOMO and LUMO (alpha / beta) ... 7.232 / 7.343 eV
Expectation value of S² ... 8.753

***

Molecular formula: C46H46AsN2OPt
Method: DFT, ωB97M-V/def2-TZVPD

Cartesian coordinates (Å):
H  -0.97976  -6.03541  -3.56367
H  -0.24824  -5.20507  -4.95009
C  -4.41206  3.61645  1.49052
C  -0.57073  2.25002  5.46033
C  4.77415  -4.19309  -2.39030
C  1.05266  -2.40452  -1.09880
C  -5.30738  0.39243  -0.11836
H  5.58085  -4.89899  -2.56814
H  4.65724  -6.35374  -0.68913
C  -1.63591  -3.26918  -3.59667
H  -0.05894  -4.34906  -2.61572
H  -3.91986  -5.72389  -4.21425
H  -1.96771  6.37337  -0.42630
H  -0.49263  5.44873  1.32418
C  -3.17968  1.18260  0.79019
C  -2.56336  -0.02303  0.34683
H  -2.95487  -1.98786  -0.42208
C  4.39557  -4.21530  -0.90477
H  1.62457  4.91550  3.74422
H  1.90808  5.60452  1.59990
C  2.70015  3.64094  1.24647
H  5.11566  -3.20441  -2.68663
H  -4.86033  4.56834  1.73726
H  6.03062  -2.90918  -0.32879
H  -0.35535  3.43920  7.22483
H  3.01739  -5.88257  -1.12087
C  -2.22735  -2.00075  -3.64563
N  1.09947  -1.55919  -0.05287
C  3.88272  -5.61121  -0.52352
C  -5.11366  2.67331  0.79322
H  -3.04492  -1.79599  -4.31528
H  3.73072  1.82402  0.78579
H  5.87393  2.98126  0.29360
H  -6.13026  2.86488  0.48565
N  -0.75460  -1.13067  -1.98387
C  -4.54745  1.42262  0.46939
C  -0.20691  3.58926  0.29879
H  4.05256  6.73894  1.19415
C  0.68891  4.28679  5.56301
H  -0.53123  1.22020  3.58296
C  5.09688  4.92712  0.72377
C  -1.18176  -5.56745  -4.52413
C  -2.19647  -4.42842  -4.39562
H  -3.16791  -5.32270  -2.66589
C  2.11090  -3.26123  -1.38623
As  0.99388  2.77855  1.61114
C  -4.73482  -0.81703  -0.39449
H  2.18864  -0.84544  1.53072
C  -0.11013  3.33998  6.17971
O  1.07520  1.15973  1.36888
C  0.51646  3.09431  3.48657
C  3.98562  5.66520  1.09777
Pt  -0.50952  -0.09604  0.02340
C  -0.50811  2.84476  -0.83392
H  -2.85557  -4.85121  -6.40675
C  5.00881  3.55025  0.60019
H  -2.57880  4.03891  2.54852
C  -0.72325  4.86700  0.44067
H  -3.49588  -3.35185  -5.77946
H  -0.06371  1.84354  -0.96303
C  3.81292  2.90343  0.86977
C  -1.35503  3.35491  -1.80367
C  2.78497  5.02401  1.34292
H  -1.59126  2.76932  -2.68037
C  -2.51327  2.15069  1.56924
C  2.19359  -1.53601  0.69735
C  0.99348  4.17538  4.21630
H  -1.51301  1.91481  1.91998
C  -2.61279  -3.98201  -5.80213
H  -4.15285  -4.12147  -3.50428
C  -0.12883  -2.32517  -1.95896
H  6.43248  -4.61939  -0.33785
C  -0.56245  -3.40367  -2.72577
C  -1.78772  -0.99162  -2.81610
C  -3.36196  -1.01560  -0.17605
H  6.03105  5.42923  0.52405
H  1.07692  5.11748  6.13083
C  3.29492  -2.33032  0.43999
H  -2.55500  5.02230  -2.40058
C  -1.88531  4.62542  -1.65201
H  -1.18946  1.50645  5.94063
H  -1.57293  -6.33888  -5.18175
C  -3.11118  3.32760  1.92839
H  -5.32726  -1.62166  -0.80460
H  4.16442  -2.22488  1.06611
C  5.65329  -3.90202  -0.09407
C  -1.56024  5.38036  -0.53735
H  -2.27334  -0.02422  -2.81742
C  -0.23341  2.11300  4.12534
H  3.94390  -4.47698  -3.02848
H  -6.35953  0.55883  -0.29699
H  3.59780  -5.63942  0.52500
C  -3.43950  -4.93136  -3.64435
H  5.47019  -3.97060  0.97445
H  2.03314  -3.91487  -2.24028
H  -1.81004  -3.44374  -6.29785
C  3.26825  -3.24442  -0.61604

Cartesian forces, eV/Å:
H 0.078 -0.062 0.098
H 0.139 -0.026 -0.052
C -0.216 -0.089 -0.063
C -0.020 0.000 0.015
C -0.087 0.057 0.139
C 0.960 -0.277 0.515
C -0.074 -0.270 -0.170
H 0.088 -0.081 -0.022
H 0.129 -0.109 -0.036
C -0.167 0.461 0.079
H 0.068 -0.066 -0.003
H -0.046 -0.074 -0.035
H -0.045 0.097 0.043
H -0.069 0.103 0.030
C -0.557 -0.004 -0.098
C 0.724 1.002 -0.692
H 0.203 0.001 -0.208
C 0.211 -0.134 -0.028
H 0.023 0.056 0.049
H 0.012 0.092 -0.003
C -0.301 -0.193 0.176
H 0.041 0.119 -0.069
H -0.074 0.024 0.002
H 0.068 0.129 0.027
H -0.039 0.026 0.129
H -0.144 -0.087 -0.080
C 0.217 -0.205 -0.055
N 0.867 0.180 -0.741
C 0.051 0.125 -0.003
C -0.094 0.213 0.071
H -0.140 0.030 -0.048
H 0.052 0.069 -0.003
H 0.047 -0.061 -0.002
H -0.174 0.045 0.008
N -0.418 -0.339 1.487
C 0.432 -0.057 0.307
C 0.303 -0.134 0.141
H -0.006 0.062 -0.023
C -0.008 0.117 -0.016
H -0.021 0.122 0.090
C 0.024 -0.010 0.001
C -0.075 0.150 0.051
C -0.059 -0.228 -0.091
H -0.009 -0.045 0.104
C -0.512 0.240 0.041
As 0.099 1.921 0.134
C -0.355 0.238 0.218
H -0.039 0.111 -0.100
C 0.021 -0.026 -0.032
O -0.784 -1.702 -0.460
C 0.153 -0.127 -0.440
C -0.011 0.063 -0.010
Pt -0.803 -1.600 -0.174
C 0.465 -0.364 -0.025
H -0.045 -0.114 -0.025
C 0.014 -0.014 -0.016
H 0.008 -0.012 0.000
C 0.129 -0.008 0.124
H -0.108 0.149 -0.023
H -0.165 0.571 -0.072
C -0.195 -0.358 0.066
C 0.057 0.028 0.063
C -0.199 0.035 0.051
H -0.007 -0.061 -0.046
C 0.096 0.080 0.115
C 0.228 -0.055 0.177
C 0.082 0.106 -0.254
H -0.251 0.030 -0.153
C 0.080 0.049 0.126
H -0.116 0.023 0.009
C -0.539 0.106 -0.473
H 0.054 -0.079 -0.043
C 0.213 0.322 0.143
C -0.075 0.331 -0.096
C 0.578 -0.035 0.206
H 0.090 0.031 -0.021
H 0.037 0.111 0.046
C -0.022 -0.359 -0.208
H -0.025 0.064 -0.044
C -0.036 -0.087 0.018
H 0.017 -0.095 0.010
H -0.068 -0.059 -0.049
C 0.299 -0.236 0.067
H -0.071 -0.083 -0.001
H 0.062 -0.037 0.102
C -0.175 -0.004 -0.047
C 0.013 0.138 0.092
H -0.038 -0.045 0.096
C -0.085 -0.319 -0.289
H -0.119 -0.043 -0.135
H -0.096 0.041 -0.123
H -0.045 -0.048 0.140
C 0.113 0.050 -0.015
H 0.012 0.006 0.164
H 0.006 -0.059 -0.059
H 0.113 0.091 -0.110
C 0.051 0.367 0.313

Output
E_HOMO (alpha / beta) ... -9.658 / -9.691 eV
Maximum force ... 1.93 eV Å⁻¹
E ... -117555.326 eV
Total charge ... +1
Gap between HOMO and LUMO (alpha / beta) ... 6.000 / 6.326 eV